A molecular structure, C17H18CdO4 in a non-equilibrium geometry. Source: OMol25; level of theory: the ωB97M-V functional and the def2-TZVPD basis.

Each line ends with the Mulliken charge.
Cartesian coordinates (Å):
C  -1.84  3.99  -0.96  -0.643
C  -2.93  2.72  -0.97  0.561
O  -3.37  2.36  0.27  -0.533
O  -3.40  2.03  -2.18  -0.338
C  -2.28  1.33  -2.88  -0.375
C  -1.72  0.20  -1.83  -0.258
C  -1.16  -1.18  -2.53  -0.565
C  0.35  -1.08  -3.15  -0.685
C  1.38  -0.08  -2.34  -0.553
C  1.56  -0.40  -0.75  0.415
C  2.42  0.73  0.13  -0.525
C  2.68  0.63  1.76  -0.486
C  2.06  -0.67  2.54  0.241
C  1.20  -1.83  1.69  0.233
C  0.97  -1.69  0.07  -0.273
C  0.57  -3.11  2.56  0.159
O  0.48  -4.36  2.09  -0.388
C  0.03  -2.70  4.09  -0.254
C  0.82  -1.65  4.86  -0.351
C  2.17  -0.93  4.19  0.711
O  3.25  -0.57  4.89  -0.637
H  -2.23  4.78  -1.75  0.299
H  -0.80  3.51  -1.24  0.118
H  -1.71  4.44  0.13  0.289
H  -2.68  0.80  -3.84  0.320
H  -1.43  2.11  -3.07  0.192
H  -2.66  -0.13  -1.17  0.325
H  -0.98  0.72  -1.08  0.127
H  -1.88  -1.39  -3.45  0.401
H  -1.31  -2.12  -1.81  0.176
H  0.84  -2.16  -3.20  0.309
H  0.27  -0.72  -4.28  0.341
H  1.13  1.07  -2.48  0.274
H  2.45  -0.23  -2.84  0.437
H  2.85  1.69  -0.41  0.346
H  3.28  1.47  2.35  0.323
H  0.37  -2.53  -0.49  0.347
H  -0.96  -3.19  4.54  0.390
H  0.42  -1.34  5.92  0.537
Cd  1.79  -0.52  6.61  0.995

Summary:
Net charge ... +2
E ... -30637.9335 eV
F_max ... 9.2 eV/Å
LUMO energy ... -0.424 Eh
Gap between HOMO and LUMO ... 2.341 eV
Highest occupied orbital energy ... -13.87 eV

***

2 unconnected molecules or ions with the total composition C17H18Cl2FN2 in a non-equilibrium geometry. Source: OMol25; level of theory: the ωB97M-V functional and the def2-TZVPD basis.

Each line ends with the Mulliken charge.
Cartesian coordinates (Å):
Cl  0.75  2.42  2.83  -0.062
C  2.25  3.21  2.62  0.579
N  3.21  3.01  3.53  0.015
F  2.96  1.95  4.66  -0.240
C  4.43  3.58  3.42  0.477
Cl  5.60  3.27  4.61  -0.085
C  4.71  4.41  2.34  -0.670
C  3.73  4.63  1.38  -0.090
C  2.49  4.02  1.52  -0.674
H  5.70  4.87  2.28  0.402
H  3.93  5.28  0.53  0.435
H  1.69  4.16  0.80  0.407
C  0.31  2.19  6.35  -0.899
N  0.19  0.74  6.26  0.709
C  1.29  -0.02  6.29  0.789
C  2.58  0.44  6.34  -0.517
C  3.55  -0.67  6.47  -0.464
C  2.69  -1.96  6.44  -0.673
C  1.20  -1.54  6.39  -0.603
C  -1.12  0.18  6.22  -0.716
C  -1.70  -0.08  4.97  0.146
C  -2.97  -0.65  4.91  -0.769
C  -3.67  -0.92  6.09  -0.384
C  -3.11  -0.59  7.33  -0.736
C  -1.85  -0.02  7.40  0.138
H  -0.71  2.61  6.31  0.306
H  0.77  2.48  7.31  0.357
H  0.90  2.56  5.50  0.121
H  2.86  1.48  6.51  0.052
H  4.28  -0.69  5.64  0.241
H  4.12  -0.57  7.42  0.323
H  2.88  -2.53  5.52  0.283
H  2.90  -2.63  7.28  0.315
H  0.65  -1.89  7.28  0.303
H  0.65  -2.01  5.56  0.310
H  -1.13  0.16  4.07  0.288
H  -3.40  -0.88  3.94  0.379
H  -4.66  -1.36  6.04  0.401
H  -3.66  -0.79  8.25  0.379
H  -1.39  0.26  8.35  0.430

Summary:
Net charge ... +1
E ... -48653.1280 eV
F_max ... 1.1 eV/Å
LUMO energy ... -0.177 Eh
Gap between HOMO and LUMO ... 5.524 eV
Highest occupied orbital energy ... -10.33 eV

***

A molecular structure, C17H18InN4O2. Source: OMol25; level of theory: the ωB97M-V functional and the def2-TZVPD basis.

Each line ends with the Mulliken charge.
Cartesian coordinates (Å):
In  -0.12  -0.06  -0.10  1.567
C  3.20  -1.76  2.43  -1.497
C  2.05  -1.50  1.51  0.798
N  1.56  -0.34  1.28  0.358
N  2.09  0.78  1.82  -1.164
C  1.63  1.86  1.20  0.494
O  0.84  1.83  0.19  -0.828
C  2.09  3.18  1.68  0.512
C  2.89  3.28  2.82  -0.241
C  3.30  4.53  3.26  -0.690
C  2.92  5.67  2.57  -0.373
C  2.13  5.57  1.43  -0.647
C  1.71  4.32  0.99  -0.364
C  1.41  -2.62  0.75  0.594
C  1.78  -3.94  0.94  -0.655
C  1.19  -4.92  0.16  -0.424
C  0.25  -4.56  -0.80  -0.848
C  -0.07  -3.22  -0.93  0.108
N  0.50  -2.28  -0.18  -0.264
H  3.55  -0.82  2.84  0.329
H  4.01  -2.25  1.89  0.359
H  2.90  -2.41  3.25  0.376
H  3.18  2.38  3.35  0.404
H  3.91  4.61  4.15  0.392
H  3.24  6.64  2.92  0.395
H  1.84  6.46  0.90  0.401
H  1.10  4.23  0.11  0.406
H  2.51  -4.20  1.69  0.417
H  1.46  -5.96  0.29  0.440
H  -0.22  -5.30  -1.43  0.402
H  -0.80  -2.88  -1.65  0.435
N  -1.42  0.94  -3.95  -0.366
C  -1.23  0.64  -2.68  0.636
O  -0.16  0.12  -2.31  -0.705
C  -2.35  0.99  -1.70  -0.719
C  -2.22  0.30  -0.34  -1.101
H  -0.68  0.79  -4.61  0.271
H  -2.27  1.38  -4.27  0.206
H  -3.29  0.74  -2.19  0.427
H  -2.34  2.07  -1.60  0.366
H  -2.82  -0.60  -0.29  0.388
H  -2.55  0.96  0.46  0.404

Summary:
Net charge ... +1
E ... -33146.3765 eV
F_max ... 0.2 eV/Å
LUMO energy ... -0.134 Eh
Gap between HOMO and LUMO ... 7.411 eV
Energy relative to the best compared isomer or geometry (same formula, charge and spin) ... 0.0 kcal/mol
Highest occupied orbital energy ... -11.05 eV

***

A single C17H18N2O2 molecule. Source: OMol25; level of theory: the ωB97M-V functional and the def2-TZVPD basis.

Each line ends with the Mulliken charge.
Cartesian coordinates (Å):
C  -3.13  -3.45  -0.43  -1.255
C  -3.73  -2.15  0.07  0.644
O  -4.73  -2.09  0.74  -0.595
N  -2.99  -1.06  -0.31  -0.262
C  -3.29  0.30  -0.08  0.496
C  -4.60  0.75  0.02  -0.586
C  -4.86  2.10  0.18  -0.696
C  -3.81  3.01  0.22  -0.652
C  -2.50  2.57  0.14  -0.519
C  -2.23  1.21  0.01  0.445
N  -0.91  0.72  -0.01  -0.181
C  0.23  1.38  -0.38  0.274
O  0.24  2.52  -0.79  -0.623
C  1.47  0.57  -0.22  0.481
C  1.52  -0.81  -0.36  -0.804
C  2.72  -1.47  -0.22  -1.129
C  3.90  -0.79  0.07  1.230
C  3.86  0.60  0.21  1.213
C  2.65  1.26  0.05  -0.941
H  2.60  2.34  0.14  0.425
C  5.10  1.37  0.51  -1.585
H  5.54  1.05  1.46  0.331
H  5.85  1.21  -0.27  0.336
H  4.89  2.44  0.57  0.392
C  5.18  -1.54  0.23  -1.572
H  5.91  -1.20  -0.50  0.332
H  5.60  -1.37  1.22  0.324
H  5.03  -2.61  0.10  0.375
H  2.75  -2.55  -0.34  0.330
H  0.64  -1.38  -0.62  0.458
H  -0.79  -0.20  0.38  0.378
H  -1.69  3.27  0.18  0.448
H  -4.01  4.06  0.33  0.387
H  -5.88  2.44  0.26  0.384
H  -5.40  0.03  -0.02  0.399
H  -2.17  -1.23  -0.87  0.317
H  -3.07  -3.44  -1.52  0.336
H  -2.13  -3.59  -0.03  0.327
H  -3.76  -4.27  -0.12  0.339

Summary:
E ... -24997.9047 eV
F_max ... 0.6 eV/Å
LUMO energy ... 0.016 Eh
Gap between HOMO and LUMO ... 8.840 eV
Structure (SMILES) ... CC(=O)Nc1ccccc1NC(=O)c1ccc(C)c(C)c1
Energy relative to the best compared isomer or geometry (same formula, charge and spin) ... 0.2 kcal/mol
Highest occupied orbital energy ... -8.41 eV

***

A single C17H18N2O2S molecule in a non-equilibrium geometry. Source: OMol25; level of theory: the ωB97M-V functional and the def2-TZVPD basis.

Each line ends with the Mulliken charge.
Cartesian coordinates (Å):
C  -0.52  -0.10  1.78  -1.035
N  -1.73  0.61  1.24  0.051
C  -1.30  1.72  0.32  -0.997
C  -2.80  -0.31  0.73  -0.894
H  0.24  0.62  2.14  0.355
H  -0.86  -0.71  2.63  0.300
H  -0.06  -0.75  1.02  0.361
H  -0.49  2.32  0.81  0.340
H  -0.92  1.34  -0.63  0.338
H  -2.16  2.37  0.14  0.285
H  -3.15  0.17  -0.22  0.476
H  -2.30  -1.35  0.90  0.160
C  -3.60  -5.87  1.24  -0.331
C  -2.77  -5.01  0.52  -0.707
C  -3.25  -3.77  0.13  -0.495
C  -4.50  -3.35  0.57  -0.024
S  -4.90  -1.70  0.00  1.398
C  -4.12  -0.53  1.25  -0.034
C  -5.10  0.64  1.43  0.237
C  -5.09  1.23  2.70  -0.386
C  -5.89  2.33  2.95  -0.713
C  -6.75  2.83  1.97  0.501
C  -7.40  4.04  2.35  0.054
N  -7.79  5.05  2.78  -0.502
C  -6.85  2.15  0.74  -0.994
C  -6.04  1.04  0.48  0.009
O  -4.38  -1.51  -1.34  -0.670
O  -6.31  -1.60  0.33  -0.680
C  -5.39  -4.24  1.17  -0.105
C  -4.91  -5.50  1.54  -0.531
H  -3.21  -6.84  1.54  0.370
H  -1.74  -5.27  0.25  0.371
H  -2.68  -3.13  -0.53  0.479
H  -4.09  -1.16  2.14  0.670
H  -4.46  0.75  3.49  0.355
H  -5.80  2.81  3.92  0.388
H  -7.53  2.49  -0.06  0.422
H  -6.21  0.50  -0.47  0.344
H  -6.43  -3.98  1.33  0.462
H  -5.56  -6.21  2.07  0.371

Summary:
E ... -35828.3560 eV
F_max ... 4.0 eV/Å
LUMO energy ... 0.006 Eh
Gap between HOMO and LUMO ... 8.796 eV
Structure (SMILES) ... CN(C)C[C@@H](c1ccc(C#N)cc1)S(=O)(=O)c1ccccc1
Energy relative to the best compared isomer or geometry (same formula, charge and spin) ... 111.6 kcal/mol
Highest occupied orbital energy ... -8.63 eV

***

A gas-phase ion, C17H18N2OP (charge +1) in a non-equilibrium geometry. Source: OMol25; level of theory: the ωB97M-V functional and the def2-TZVPD basis.

Each line ends with the Mulliken charge.
Cartesian coordinates (Å):
C  -1.18  2.92  -1.06  -0.991
C  -1.71  2.66  0.44  -0.313
C  -1.87  1.11  0.85  -0.848
C  -0.71  0.15  0.34  0.472
C  -1.15  -1.02  -0.62  -0.895
C  -0.12  -2.07  -1.18  0.495
C  -0.59  -3.25  -2.10  0.357
P  -2.40  -3.54  -2.61  0.419
O  -3.41  -3.27  -1.47  -0.627
C  0.45  -4.28  -2.62  -0.431
C  1.97  -4.08  -2.18  -0.506
C  2.43  -2.91  -1.27  -0.738
C  1.39  -1.85  -0.74  0.409
C  1.72  -0.65  0.21  0.011
N  0.72  0.28  0.72  0.529
C  1.10  1.39  1.65  -0.260
C  0.86  1.16  3.18  -0.134
C  1.33  2.41  4.03  -0.453
C  1.89  3.60  3.21  -0.173
N  2.10  3.76  1.81  -0.502
C  1.72  2.65  1.01  -0.246
H  -0.30  3.68  -1.07  0.217
H  -0.92  1.99  -1.66  0.262
H  -2.03  3.45  -1.65  0.336
H  -1.11  3.21  1.26  0.224
H  -2.77  3.12  0.49  0.460
H  -2.88  0.75  0.42  0.352
H  -1.93  1.07  1.99  0.309
H  -2.25  -1.14  -0.90  0.265
H  -2.49  -4.96  -2.90  0.092
H  -2.78  -2.80  -3.77  0.144
H  0.13  -5.17  -3.28  0.297
H  2.70  -4.88  -2.59  0.326
H  3.53  -2.84  -0.97  0.309
H  2.83  -0.53  0.51  0.354
H  0.41  0.22  3.64  0.417
H  1.25  2.43  5.18  0.341
H  2.20  4.52  3.85  0.336
H  1.87  2.74  -0.13  0.384

Summary:
Net charge ... +1
E ... -32220.9153 eV
F_max ... 5.6 eV/Å
LUMO energy ... -0.183 Eh
Gap between HOMO and LUMO ... 7.102 eV
Structure (SMILES) ... CCCc1cc2c([PH2]=O)cccc2c[n+]1-c1cccnc1
Highest occupied orbital energy ... -12.09 eV